The following is a DFT calculation (the ωB97M-V functional and the def2-TZVPD basis) of a 12-piece molecular cluster, H24O12 overall at a distorted geometry.

Calculated values
Largest force on an atom = 0.11516 hartree/bohr
E_LUMO = -0.5322 eV
Multiplicity = 1
SMILES = O.O.O.O.O.O.O.O.O.O.O.O
E = -917.09981 Eh
Energy above the lowest of the compared OMol25 structures with the same formula, charge and spin = 141.5 kcal/mol

Structure (XYZ):
```
36
Properties=species:S:1:pos:R:3:lowdin_charge:R:1
O -0.26 0.38 -0.82 -0.069
H 0.62 0.02 -0.97 0.035
H -0.37 0.33 0.13 0.035
O -4.02 0.74 -0.47 -0.100
H -3.87 1.15 -1.34 0.064
H -4.48 -0.08 -0.68 0.067
O 1.78 -4.01 -2.17 -0.058
H 2.28 -3.44 -1.58 0.020
H 2.43 -4.63 -2.51 0.039
O -3.05 -3.23 0.15 -0.050
H -2.76 -4.06 0.55 0.041
H -3.89 -3.04 0.59 0.044
O 2.53 0.49 4.32 -0.068
H 2.26 -0.03 3.56 -0.027
H 1.73 0.95 4.60 0.034
O 3.52 0.07 -0.10 -0.054
H 2.95 -0.69 -0.28 0.012
H 4.41 -0.26 -0.22 0.044
O -2.16 4.52 0.74 -0.062
H -1.21 4.49 0.63 0.031
H -2.38 5.45 0.65 0.031
O -3.31 -0.26 1.03 -0.119
H -2.91 -0.60 0.22 0.002
H -2.94 0.63 1.11 0.053
O -1.41 -1.24 -1.48 -0.088
H -0.76 -1.21 -2.18 0.050
H -1.17 -2.02 -0.97 0.028
O 2.53 2.80 -4.25 -0.061
H 3.10 2.02 -4.14 0.030
H 1.88 2.52 -4.91 0.031
O 1.96 -1.58 2.47 -0.042
H 1.46 -1.82 1.68 0.044
H 1.82 -2.32 3.08 0.065
O 1.68 1.73 0.65 -0.065
H 1.22 1.09 1.20 0.012
H 2.19 2.26 1.28 0.050
```